Formula: C50H52AsClI2N2O8Sn
Source: OMol25
Level of theory: the ωB97M-V functional and the def2-TZVPD basis

**HOMO level**: -0.0728 Ha
**Orbital gap**: 5.80 eV

```
! RIJCOSX wB97M-V def2-TZVPD def2/J DEFGRID3
* xyz -2 1
Sn 0.82 0.28 -0.01
Cl -3.38 6.58 0.91
C -2.19 5.29 0.88
C -0.83 5.61 0.79
C 0.11 4.62 0.76
C -0.23 3.23 0.84
O 0.68 2.36 0.81
C -1.63 2.95 0.93
C -2.13 1.61 1.03
O -1.47 0.58 1.11
C -2.58 3.98 0.95
H -0.54 6.65 0.73
H 1.16 4.86 0.68
H -3.24 1.53 1.02
H -3.63 3.73 1.02
C 3.13 0.21 -5.20
C 1.71 -0.35 -5.23
C 1.28 -0.77 -6.62
O 0.78 0.59 -4.74
C 0.84 0.51 -3.32
C 1.31 -0.98 -3.05
O 1.59 -1.46 -4.36
C 0.54 -2.01 -2.18
O 0.18 -1.39 -0.99
C -0.72 -2.66 -2.78
C -1.43 -3.49 -1.92
C -2.55 -4.19 -2.34
C -2.97 -4.09 -3.66
C -2.27 -3.26 -4.53
C -1.15 -2.56 -4.10
C 1.47 -3.21 -1.90
C 1.76 -3.56 -0.59
C 2.56 -4.66 -0.33
C 3.08 -5.42 -1.36
C 2.77 -5.09 -2.68
C 1.96 -3.99 -2.94
C -0.42 1.22 -2.72
O -0.35 1.26 -1.34
C -0.37 2.71 -3.12
C -1.48 3.41 -3.59
C -1.41 4.78 -3.81
C -0.24 5.48 -3.56
C 0.85 4.79 -3.05
C 0.78 3.43 -2.83
C -1.72 0.56 -3.18
C -2.12 0.60 -4.52
C -3.33 0.06 -4.92
C -4.17 -0.54 -3.98
C -3.77 -0.60 -2.66
C -2.56 -0.05 -2.26
H 3.22 1.05 -5.88
H 3.84 -0.57 -5.48
H 3.39 0.55 -4.20
H 1.40 0.06 -7.32
H 0.24 -1.08 -6.61
H 1.89 -1.61 -6.96
H 1.67 1.12 -2.97
H 2.26 -0.88 -2.52
H -1.09 -3.57 -0.89
H -3.08 -4.82 -1.65
H -3.84 -4.63 -4.01
H -2.60 -3.15 -5.56
H -0.63 -1.92 -4.78
H 1.35 -2.98 0.22
H 2.79 -4.92 0.70
H 3.71 -6.28 -1.16
H 3.15 -5.68 -3.50
H 1.71 -3.75 -3.96
H -2.41 2.90 -3.77
H -2.29 5.30 -4.17
H -0.19 6.55 -3.73
H 1.76 5.33 -2.81
H 1.61 2.92 -2.37
H -1.48 1.06 -5.25
H -3.63 0.10 -5.96
H -5.11 -0.97 -4.29
H -4.40 -1.09 -1.92
H -2.25 -0.10 -1.23
O 3.17 -1.10 -0.04
N 4.05 -0.52 -0.67
N 3.71 0.66 -1.11
O 2.51 1.20 -0.90
C 4.63 1.40 -1.87
C 5.79 0.80 -2.37
C 6.67 1.54 -3.13
C 6.41 2.87 -3.43
C 5.26 3.46 -2.93
C 4.37 2.74 -2.15
H 5.98 -0.25 -2.15
H 7.56 1.06 -3.52
H 7.10 3.44 -4.03
H 5.04 4.50 -3.14
H 3.48 3.19 -1.75
I 1.44 -0.33 2.67
I 1.88 -1.16 5.76
C -0.61 -5.06 2.74
C -1.86 -4.50 2.07
As -1.66 -2.54 1.81
C -3.39 -2.20 0.90
C -4.69 -2.78 1.43
C -1.97 -1.94 3.67
C -2.95 -2.68 4.57
H -0.67 -6.14 2.87
H -0.45 -4.61 3.72
H 0.28 -4.84 2.15
H -2.75 -4.73 2.66
H -2.00 -4.94 1.08
H -3.21 -2.56 -0.12
H -3.45 -1.11 0.82
H -4.63 -3.87 1.55
H -5.52 -2.58 0.75
H -4.96 -2.36 2.40
H -2.22 -0.88 3.58
H -0.98 -1.96 4.12
H -3.98 -2.65 4.20
H -2.95 -2.23 5.57
H -2.67 -3.72 4.69
*
```

Löwdin population analysis, charges in e, atoms 1 to 99:
1 Sn 0.980
2 Cl 0.579
3 C -0.683
4 C -0.118
5 C 0.001
6 C -0.350
7 O -0.176
8 C -0.122
9 C -0.208
10 O -0.127
11 C -0.077
12 H 0.096
13 H 0.114
14 H 0.129
15 H 0.107
16 C 0.033
17 C -0.594
18 C 0.020
19 O -0.008
20 C -0.132
21 C -0.114
22 O -0.034
23 C -0.386
24 O -0.290
25 C -0.106
26 C -0.031
27 C -0.086
28 C -0.109
29 C -0.093
30 C -0.018
31 C -0.134
32 C -0.032
33 C -0.074
34 C -0.112
35 C -0.097
36 C -0.023
37 C -0.367
38 O -0.228
39 C -0.091
40 C -0.015
41 C -0.089
42 C -0.111
43 C -0.082
44 C -0.013
45 C -0.123
46 C -0.061
47 C -0.098
48 C -0.111
49 C -0.070
50 C 0.003
51 H 0.092
52 H 0.094
53 H 0.072
54 H 0.087
55 H 0.080
56 H 0.090
57 H 0.105
58 H 0.133
59 H 0.088
60 H 0.097
61 H 0.090
62 H 0.098
63 H 0.093
64 H 0.087
65 H 0.102
66 H 0.088
67 H 0.089
68 H 0.111
69 H 0.107
70 H 0.094
71 H 0.090
72 H 0.095
73 H 0.079
74 H 0.116
75 H 0.094
76 H 0.094
77 H 0.096
78 H 0.097
79 O -0.165
80 N -0.003
81 N -0.189
82 O -0.227
83 C -0.185
84 C -0.027
85 C -0.098
86 C -0.111
87 C -0.084
88 C -0.009
89 H 0.106
90 H 0.096
91 H 0.091
92 H 0.100
93 H 0.100
94 I 0.269
95 I -0.603
96 C -0.185
97 C -0.465
98 As 1.211
99 C -0.434

***

Formula: C50H52FMnN6O2S
Source: OMol25
Level of theory: the ωB97M-V functional and the def2-TZVPD basis

**⟨S²⟩**: 0.92
**HOMO level (spin up / spin down)**: -0.1352 / -0.1352 Ha
**Orbital gap (spin up / spin down)**: 5.80 / 5.80 eV

```
! RIJCOSX wB97M-V def2-TZVPD def2/J DEFGRID3
* xyz -1 2
Mn 0.09 -0.05 -0.34
C -1.00 2.58 -0.17
N -0.73 1.48 0.77
C -1.92 1.01 1.48
C -1.74 -0.43 1.84
N -0.77 -1.18 1.38
C -0.97 -2.44 1.94
C -0.25 -3.62 1.79
C -0.72 -4.74 2.46
C -1.86 -4.69 3.27
C -2.58 -3.52 3.43
C -2.11 -2.40 2.75
N -2.57 -1.10 2.67
C 0.12 2.63 -1.15
N 0.85 1.55 -1.36
C 1.64 1.85 -2.47
C 2.51 1.06 -3.20
C 3.11 1.63 -4.31
C 2.85 2.95 -4.69
C 1.97 3.74 -3.97
C 1.37 3.17 -2.86
N 0.44 3.65 -1.96
H -1.18 3.54 0.33
H -1.88 2.32 -0.79
H -0.03 1.79 1.44
H -2.78 1.09 0.81
H -2.13 1.60 2.38
H 0.62 -3.67 1.16
H -0.18 -5.67 2.36
H -2.20 -5.59 3.77
H -3.48 -3.48 4.03
H -3.48 -0.77 2.96
H 2.69 0.03 -2.92
H 3.80 1.04 -4.90
H 3.33 3.35 -5.57
H 1.73 4.76 -4.27
H -0.19 4.43 -2.14
C 1.28 1.82 3.35
C 1.56 0.38 2.93
C 1.30 -0.59 4.08
C 2.95 0.23 2.36
C 4.03 0.58 3.16
C 5.34 0.45 2.72
C 5.54 0.00 1.43
C 4.49 -0.35 0.59
C 4.84 -0.70 -0.85
C 5.79 -1.91 -0.95
C 5.46 0.51 -1.55
C 3.16 -0.28 1.06
N 2.08 -0.71 0.26
C 2.17 -2.01 -0.15
C 2.92 -3.04 0.45
C 2.86 -4.35 0.01
C 2.04 -4.73 -1.04
C 1.28 -3.74 -1.68
C 1.38 -2.45 -1.23
F 0.64 -1.48 -1.88
H 0.25 1.94 3.71
H 1.44 2.52 2.52
H 1.94 2.14 4.16
H 0.88 0.10 2.13
H 1.94 -0.38 4.94
H 1.48 -1.62 3.76
H 0.26 -0.52 4.41
H 3.84 0.94 4.16
H 6.17 0.70 3.36
H 6.56 -0.08 1.05
H 3.92 -0.96 -1.37
H 6.77 -1.67 -0.53
H 5.94 -2.17 -2.00
H 5.39 -2.78 -0.43
H 6.42 0.77 -1.11
H 4.81 1.38 -1.48
H 5.63 0.29 -2.61
H 3.56 -2.79 1.29
H 3.46 -5.10 0.52
H 1.99 -5.76 -1.38
H 0.63 -3.95 -2.51
S -2.57 2.61 -3.40
C -2.31 4.30 -3.16
C -2.72 4.98 -1.99
C -2.38 6.30 -1.73
C -1.62 7.03 -2.64
C -1.22 6.40 -3.81
C -1.55 5.08 -4.07
H -3.32 4.43 -1.27
H -2.72 6.76 -0.81
H -1.35 8.06 -2.44
H -0.63 6.94 -4.54
H -1.21 4.60 -4.98
C -6.56 -2.56 2.40
C -5.57 -2.09 1.37
C -5.61 -0.78 0.89
C -4.73 -0.33 -0.10
C -4.85 1.07 -0.62
C -3.78 -1.22 -0.60
C -3.73 -2.54 -0.15
C -2.74 -3.51 -0.74
C -4.63 -2.96 0.82
C -2.74 -0.79 -1.63
O -2.95 -1.06 -2.80
O -1.73 -0.20 -1.13
H -6.88 -1.74 3.05
H -6.13 -3.34 3.03
H -7.45 -2.98 1.94
H -6.35 -0.09 1.29
H -5.80 1.20 -1.14
H -4.06 1.35 -1.32
H -4.84 1.80 0.20
H -1.75 -3.05 -0.83
H -3.05 -3.78 -1.75
H -2.65 -4.41 -0.13
H -4.59 -3.99 1.18
*
```

Löwdin population analysis, charges in e, atoms 1 to 99:
1 Mn 0.686
2 C -0.097
3 N -0.090
4 C -0.081
5 C -0.280
6 N 0.140
7 C -0.194
8 C 0.008
9 C -0.080
10 C -0.095
11 C -0.031
12 C -0.196
13 N 0.200
14 C -0.281
15 N 0.115
16 C -0.173
17 C -0.014
18 C -0.093
19 C -0.095
20 C -0.013
21 C -0.168
22 N 0.201
23 H 0.136
24 H 0.074
25 H 0.082
26 H 0.102
27 H 0.137
28 H 0.084
29 H 0.100
30 H 0.096
31 H 0.106
32 H 0.162
33 H 0.102
34 H 0.098
35 H 0.095
36 H 0.107
37 H 0.127
38 C -0.067
39 C -0.389
40 C -0.049
41 C -0.135
42 C -0.058
43 C -0.090
44 C -0.055
45 C -0.143
46 C -0.370
47 C -0.059
48 C -0.066
49 C -0.166
50 N 0.020
51 C -0.287
52 C -0.055
53 C -0.121
54 C -0.117
55 C -0.024
56 C -0.210
57 F 0.013
58 H 0.076
59 H 0.084
60 H 0.075
61 H 0.065
62 H 0.075
63 H 0.082
64 H 0.074
65 H 0.103
66 H 0.093
67 H 0.103
68 H 0.102
69 H 0.070
70 H 0.079
71 H 0.063
72 H 0.072
73 H 0.079
74 H 0.075
75 H 0.120
76 H 0.100
77 H 0.090
78 H 0.122
79 S 0.521
80 C -0.815
81 C -0.172
82 C -0.133
83 C -0.146
84 C -0.136
85 C -0.176
86 H 0.084
87 H 0.089
88 H 0.080
89 H 0.090
90 H 0.088
91 C -0.062
92 C -0.294
93 C -0.030
94 C -0.219
95 C -0.044
96 C -0.053
97 C -0.198
98 C -0.016
99 C -0.031

***

Formula: C50H52N3O
Source: OMol25
Level of theory: the ωB97M-V functional and the def2-TZVPD basis

**HOMO level**: -0.3496 Ha
**Orbital gap**: 5.29 eV

```
! RIJCOSX wB97M-V def2-TZVPD def2/J DEFGRID3
* xyz 1 1
C 3.75 0.90 -6.18
C 2.36 0.71 -5.65
C 1.77 1.68 -4.84
C 0.51 1.48 -4.25
C -0.04 2.63 -3.46
C -0.18 0.27 -4.46
C -1.58 -0.04 -3.89
C -2.62 0.56 -4.88
C -1.99 0.39 -2.45
C -1.23 -0.13 -1.26
C -1.36 -1.48 -0.82
C -0.23 -2.36 -0.88
C 0.86 -2.18 -1.89
C -0.14 -3.36 0.07
C -1.22 -3.67 0.91
C -1.09 -4.64 2.04
C -2.47 -3.09 0.63
C -2.58 -1.99 -0.21
C -3.89 -1.30 -0.35
C 0.32 -0.60 -5.46
C -0.54 -1.69 -6.05
C 1.61 -0.42 -5.96
H 3.97 0.13 -6.93
H 3.87 1.88 -6.65
H 4.51 0.82 -5.39
H 2.29 2.62 -4.66
H -0.94 3.06 -3.92
H -0.28 2.34 -2.43
H 0.69 3.44 -3.37
H -1.68 -1.14 -3.90
H -2.44 0.28 -5.92
H -3.63 0.23 -4.61
H -2.58 1.66 -4.82
H -2.04 1.49 -2.44
H -3.04 0.06 -2.32
H -0.27 0.39 -1.20
H 1.23 -3.16 -2.23
H 0.52 -1.65 -2.80
H 1.72 -1.64 -1.47
H 0.80 -3.91 0.18
H -1.62 -4.27 2.92
H -1.50 -5.64 1.79
H -0.03 -4.76 2.32
H -3.35 -3.45 1.17
H -4.55 -1.57 0.49
H -3.75 -0.21 -0.33
H -4.41 -1.57 -1.28
H 0.02 -2.22 -6.83
H -0.86 -2.42 -5.30
H -1.44 -1.27 -6.52
H 2.02 -1.16 -6.66
C -2.88 1.17 1.92
O -1.89 0.28 1.33
C -0.64 0.65 0.90
C -0.51 2.09 0.48
C 0.54 2.93 0.89
C 0.66 4.23 0.38
C -0.28 4.71 -0.54
C -1.38 3.91 -0.89
C -1.52 2.64 -0.33
C 0.37 0.04 1.73
N 1.74 0.14 1.64
C 2.60 0.60 0.63
C 3.92 0.95 0.93
C 4.70 1.47 -0.11
C 4.18 1.62 -1.40
C 2.89 1.16 -1.69
C 2.11 0.63 -0.67
N 2.37 -0.25 2.78
C 1.42 -0.63 3.60
C 1.73 -1.04 4.97
C 0.90 -1.76 5.85
C 1.34 -2.03 7.15
C 2.60 -1.60 7.58
C 3.44 -0.88 6.71
C 3.00 -0.61 5.41
N 0.15 -0.50 3.01
C -0.98 -0.29 3.85
C -2.03 -1.21 3.81
C -3.02 -1.16 4.79
C -2.94 -0.20 5.81
C -1.91 0.74 5.82
C -0.94 0.71 4.81
H -3.65 0.50 2.33
H -2.44 1.78 2.73
H -3.33 1.81 1.16
H 1.27 2.56 1.61
H 1.50 4.86 0.69
H -0.19 5.71 -0.97
H -2.13 4.27 -1.61
H -2.44 2.08 -0.53
H 4.29 0.80 1.94
H 5.73 1.77 0.10
H 4.76 2.07 -2.20
H 2.47 1.20 -2.69
H 1.14 0.18 -0.78
H -0.09 -2.09 5.53
H 0.68 -2.58 7.84
H 2.94 -1.82 8.59
H 4.42 -0.53 7.02
H 3.62 -0.04 4.72
H -2.05 -1.95 3.01
H -3.84 -1.88 4.76
H -3.70 -0.18 6.60
H -1.84 1.49 6.61
H -0.12 1.43 4.80
*
```

Löwdin population analysis, charges in e, atoms 1 to 99:
1 C -0.047
2 C -0.266
3 C -0.043
4 C -0.212
5 C -0.038
6 C -0.120
7 C -0.267
8 C -0.031
9 C -0.128
10 C 0.021
11 C -0.132
12 C -0.187
13 C -0.010
14 C 0.003
15 C -0.264
16 C -0.044
17 C -0.021
18 C -0.185
19 C -0.035
20 C -0.215
21 C -0.038
22 C 0.000
23 H 0.079
24 H 0.087
25 H 0.082
26 H 0.125
27 H 0.096
28 H 0.044
29 H 0.091
30 H 0.126
31 H 0.076
32 H 0.087
33 H 0.085
34 H 0.089
35 H 0.109
36 H 0.067
37 H 0.102
38 H 0.076
39 H 0.076
40 H 0.131
41 H 0.071
42 H 0.096
43 H 0.084
44 H 0.134
45 H 0.093
46 H 0.069
47 H 0.100
48 H 0.084
49 H 0.085
50 H 0.076
51 H 0.120
52 C -0.019
53 O -0.177
54 C -0.193
55 C -0.158
56 C -0.015
57 C -0.055
58 C -0.072
59 C -0.078
60 C -0.082
61 C -0.014
62 N 0.024
63 C -0.208
64 C 0.001
65 C -0.050
66 C -0.053
67 C -0.026
68 C -0.031
69 N 0.187
70 C -0.170
71 C -0.145
72 C -0.014
73 C -0.061
74 C -0.060
75 C -0.060
76 C -0.023
77 N 0.157
78 C -0.253
79 C -0.027
80 C -0.054
81 C -0.065
82 C -0.050
83 C -0.013
84 H 0.098
85 H 0.105
86 H 0.081
87 H 0.113
88 H 0.113
89 H 0.113
90 H 0.124
91 H 0.104
92 H 0.110
93 H 0.111
94 H 0.111
95 H 0.083
96 H 0.070
97 H 0.111
98 H 0.114
99 H 0.110

***

Formula: C50H55BrHfN6OP2SSi
Source: OMol25
Level of theory: the ωB97M-V functional and the def2-TZVPD basis

**HOMO level**: -0.1978 Ha
**Orbital gap**: 5.18 eV

```
! RIJCOSX wB97M-V def2-TZVPD def2/J DEFGRID3
* xyz 0 1
Hf 0.84 -0.51 -0.19
C 1.79 3.30 -0.29
Si 0.28 2.21 0.36
C -0.88 2.92 -1.02
C -1.69 4.02 -0.76
C -2.24 4.78 -1.77
C -1.95 4.47 -3.10
C -1.21 3.35 -3.38
C -0.69 2.57 -2.36
P 0.00 0.92 -2.79
C 1.02 1.30 -4.26
C 1.67 2.52 -4.40
C 2.46 2.76 -5.51
C 2.62 1.78 -6.48
C 2.01 0.55 -6.32
C 1.23 0.30 -5.21
C -1.62 0.45 -3.55
C -2.61 0.18 -2.60
C -3.91 -0.05 -2.99
C -4.25 -0.02 -4.33
C -3.27 0.25 -5.28
C -1.96 0.49 -4.89
C -0.30 3.21 1.90
C -0.01 4.52 2.23
C -0.66 5.11 3.30
C -1.60 4.40 4.04
C -1.88 3.09 3.72
C -1.21 2.49 2.65
P -1.41 0.78 1.83
C -0.96 -0.19 3.33
C -0.10 0.36 4.29
C 0.34 -0.40 5.35
C -0.09 -1.71 5.51
C -0.99 -2.24 4.60
C -1.41 -1.49 3.52
C -3.24 0.89 1.90
C -3.84 1.47 0.79
C -5.21 1.61 0.71
C -6.00 1.18 1.77
C -5.41 0.61 2.88
C -4.04 0.46 2.96
H 1.40 4.20 -0.76
H 2.37 2.78 -1.04
H 2.46 3.62 0.50
H -1.90 4.29 0.27
H -2.86 5.63 -1.54
H -2.33 5.10 -3.89
H -1.01 3.08 -4.41
H 1.55 3.28 -3.64
H 2.95 3.71 -5.62
H 3.23 1.98 -7.34
H 2.15 -0.22 -7.06
H 0.78 -0.67 -5.07
H -2.35 0.15 -1.55
H -4.67 -0.23 -2.24
H -5.27 -0.20 -4.64
H -3.53 0.29 -6.33
H -1.22 0.73 -5.64
H 0.70 5.10 1.65
H -0.45 6.14 3.56
H -2.10 4.88 4.87
H -2.60 2.52 4.30
H 0.20 1.39 4.21
H 1.02 0.03 6.07
H 0.27 -2.31 6.34
H -1.36 -3.25 4.73
H -2.09 -1.93 2.80
H -3.21 1.79 -0.03
H -5.66 2.04 -0.17
H -7.08 1.28 1.71
H -6.03 0.27 3.70
H -3.60 0.00 3.83
C 4.95 -3.10 2.95
N 4.75 -1.70 2.66
C 5.58 -0.80 3.46
C 4.95 0.56 3.21
N 3.59 0.19 2.89
C 2.66 1.24 2.58
C 3.57 -1.06 2.32
N 2.59 -1.44 1.56
C 2.58 -2.80 1.03
C 1.17 -3.41 1.06
N 0.48 -3.09 -0.18
C 0.11 -4.04 -0.96
N 0.25 -5.42 -0.75
C -0.42 -6.04 0.38
C 0.14 -6.08 -2.04
C -0.46 -5.03 -2.98
N -0.43 -3.83 -2.18
C -0.77 -2.58 -2.79
H 5.84 -3.19 3.57
H 5.13 -3.67 2.03
H 4.11 -3.54 3.50
H 6.62 -0.86 3.14
H 5.51 -1.06 4.52
H 5.42 1.08 2.36
H 4.98 1.22 4.08
H 2.68 1.97 3.38
H 1.65 0.81 2.53
H 2.90 1.74 1.64
H 3.23 -3.47 1.58
H 2.94 -2.78 -0.01
H 0.61 -2.99 1.91
H 1.28 -4.49 1.20
H -0.79 -5.28 1.07
H 0.27 -6.70 0.91
H -1.29 -6.62 0.05
H -0.47 -6.98 -1.97
H 1.14 -6.37 -2.37
H -1.49 -5.27 -3.28
H 0.14 -4.90 -3.88
H -0.79 -1.80 -2.01
H -0.06 -2.32 -3.58
H -1.77 -2.65 -3.23
Br 2.38 -1.66 -2.36
O 3.82 0.45 -0.23
C 2.89 0.63 -0.93
S -1.61 -1.07 0.48
*
```

Löwdin population analysis, charges in e, atoms 1 to 99:
1 Hf 1.084
2 C -0.243
3 Si 0.449
4 C -0.298
5 C -0.093
6 C -0.070
7 C -0.072
8 C -0.098
9 C -0.387
10 P 1.046
11 C -0.374
12 C -0.088
13 C -0.076
14 C -0.083
15 C -0.076
16 C -0.138
17 C -0.357
18 C -0.143
19 C -0.065
20 C -0.086
21 C -0.082
22 C -0.089
23 C -0.324
24 C -0.104
25 C -0.095
26 C -0.087
27 C -0.082
28 C -0.366
29 P 0.628
30 C -0.361
31 C -0.109
32 C -0.086
33 C -0.100
34 C -0.093
35 C -0.166
36 C -0.384
37 C -0.110
38 C -0.083
39 C -0.098
40 C -0.088
41 C -0.090
42 H 0.024
43 H -0.033
44 H 0.011
45 H 0.100
46 H 0.103
47 H 0.102
48 H 0.105
49 H 0.104
50 H 0.104
51 H 0.101
52 H 0.105
53 H 0.086
54 H 0.000
55 H 0.107
56 H 0.100
57 H 0.101
58 H 0.097
59 H 0.097
60 H 0.096
61 H 0.098
62 H 0.104
63 H 0.092
64 H 0.100
65 H 0.095
66 H 0.100
67 H 0.051
68 H 0.081
69 H 0.102
70 H 0.096
71 H 0.100
72 H 0.099
73 C -0.053
74 N -0.077
75 C -0.131
76 C -0.122
77 N -0.094
78 C -0.065
79 C -0.343
80 N 0.033
81 C -0.242
82 C -0.228
83 N -0.087
84 C -0.385
85 N -0.103
86 C -0.056
87 C -0.118
88 C -0.116
89 N -0.093
90 C -0.120
91 H 0.089
92 H 0.089
93 H 0.101
94 H 0.128
95 H 0.127
96 H 0.130
97 H 0.128
98 H 0.111
99 H 0.038